No. 1
Molecular formula: C66H62N4O8
Method: DFT, wB97M-V/def2-TZVPD

Each line ends with the Mulliken charge.
Positions of all 140 atoms, in Å:
O (17.8606, 17.6574, 16.2925)  -0.576
N (18.4473, 18.5938, 15.7822)  1.084
O (17.8566, 19.6147, 15.4150)  -0.665
C (19.8705, 18.6528, 15.8050)  0.045
C (20.5001, 17.5461, 16.2288)  0.003
C (21.9059, 17.6828, 16.4026)  -0.096
C (22.6275, 18.8121, 16.0438)  -1.057
C (21.8856, 19.8945, 15.6852)  -0.353
C (20.5084, 19.8629, 15.5456)  -0.718
H (19.9081, 16.7039, 16.5882)  0.527
H (22.3967, 16.8394, 16.9054)  0.378
H (23.6959, 18.8891, 16.1152)  0.480
H (22.4166, 20.7399, 15.3131)  0.413
H (19.8782, 20.7124, 15.3094)  0.519
O (13.5882, 11.5543, 9.4581)  -0.585
N (14.1779, 12.0846, 8.5349)  1.099
O (13.7196, 12.8186, 7.6748)  -0.658
C (15.5910, 11.9111, 8.4579)  0.115
C (16.2158, 11.1767, 9.4556)  -0.189
C (17.5654, 10.9018, 9.4086)  -0.513
C (18.2535, 11.3178, 8.2965)  -0.152
C (17.6372, 11.9282, 7.2435)  -0.778
C (16.2883, 12.1555, 7.2875)  -0.385
H (15.6485, 10.9012, 10.3513)  0.426
H (18.0941, 10.5168, 10.2895)  0.401
H (19.3497, 11.2606, 8.2851)  0.399
H (18.1899, 12.2480, 6.3863)  0.536
H (15.8084, 12.7375, 6.4776)  0.370
O (22.6421, 17.5097, 13.0630)  -0.279
N (21.9162, 18.4149, 12.6296)  0.939
O (20.6983, 18.3873, 12.5814)  -0.643
C (22.6390, 19.6192, 11.9777)  0.132
C (23.9821, 19.5965, 11.7556)  -0.513
C (24.5009, 20.7186, 11.0811)  -0.639
C (23.6163, 21.7496, 10.7627)  -0.370
C (22.3156, 21.7712, 11.1444)  -0.588
C (21.7900, 20.7025, 11.8080)  -0.315
H (24.6504, 18.8065, 11.9875)  0.582
H (25.5115, 20.8248, 10.8566)  0.518
H (23.9708, 22.6456, 10.1701)  0.287
H (21.7126, 22.6100, 10.9384)  0.462
H (20.6832, 20.6274, 12.1096)  0.327
O (14.2645, 13.7781, 11.0130)  -0.476
N (13.8748, 14.5052, 11.9046)  0.911
O (13.8190, 14.2124, 13.0775)  -0.614
C (13.4519, 15.8900, 11.5128)  0.550
C (13.1406, 16.1455, 10.1698)  -0.678
C (12.7778, 17.4733, 9.9190)  -0.390
C (12.8095, 18.4553, 10.8947)  -0.480
C (13.0974, 18.1195, 12.2372)  -0.346
C (13.3323, 16.8011, 12.5415)  -0.568
H (13.1374, 15.3780, 9.4518)  0.587
H (12.4780, 17.7568, 8.9442)  0.394
H (12.7892, 19.5421, 10.6848)  0.329
H (13.1340, 18.9857, 12.9676)  0.300
H (13.6257, 16.4179, 13.5096)  0.475
C (21.2382, 15.9122, 9.5794)  -0.108
C (20.3002, 15.3238, 8.7295)  -0.900
C (20.7022, 14.3292, 7.8251)  -0.214
C (22.0313, 14.0711, 7.5588)  -0.760
C (22.9226, 14.7591, 8.3484)  -0.417
C (22.5600, 15.5918, 9.4048)  -0.189
H (20.8838, 16.6114, 10.3679)  0.352
H (19.2500, 15.5133, 8.9476)  0.354
H (19.9648, 13.8259, 7.2959)  0.602
H (22.3787, 13.3165, 6.8802)  0.490
H (24.0052, 14.6764, 8.1228)  0.292
H (23.3637, 15.9598, 9.9936)  0.553
C (21.5893, 11.6819, 10.3132)  0.824
C (20.9381, 10.9852, 11.3538)  0.208
C (21.2706, 9.6925, 11.6503)  -0.588
C (22.2313, 9.0385, 10.8820)  -0.568
C (22.8961, 9.6987, 9.9099)  -0.756
C (22.5692, 10.9699, 9.5954)  -0.639
H (21.4348, 12.7270, 10.0415)  -0.583
H (20.2038, 11.4586, 11.9689)  0.631
H (20.7383, 9.1987, 12.4735)  0.358
H (22.4918, 7.9990, 11.0914)  0.355
H (23.7011, 9.2209, 9.4492)  0.455
H (23.2354, 11.5406, 8.8963)  0.273
C (25.8198, 15.4136, 12.7777)  -0.622
C (26.9465, 14.6137, 12.5159)  -0.750
C (26.7240, 13.2682, 12.3220)  -0.455
C (25.4784, 12.7064, 12.4250)  -0.739
C (24.3725, 13.5127, 12.6737)  0.067
C (24.5502, 14.8180, 12.9498)  0.285
H (26.0504, 16.4307, 12.9633)  0.415
H (27.9588, 15.0842, 12.5146)  0.338
H (27.4688, 12.6129, 11.9892)  0.419
H (25.3453, 11.6144, 12.2764)  0.351
H (23.4074, 13.0595, 12.6941)  0.619
H (23.7074, 15.4496, 13.2278)  0.143
C (18.7131, 13.7105, 11.5698)  -0.222
C (17.5099, 13.5771, 12.2632)  -0.994
C (17.3618, 14.2643, 13.4756)  -1.064
C (18.3645, 15.0931, 13.9316)  0.122
C (19.5566, 15.2361, 13.2126)  0.056
C (19.6748, 14.5901, 12.0342)  -0.848
H (18.8953, 13.0745, 10.6998)  0.530
H (16.7219, 12.9482, 11.8042)  0.198
H (16.4972, 14.1507, 14.0518)  1.014
H (18.1880, 15.5791, 14.8962)  -0.174
H (20.2871, 15.8546, 13.6156)  0.525
H (20.6455, 14.5556, 11.6085)  0.831
C (22.5187, 8.7398, 15.2771)  -0.815
C (22.9206, 10.0383, 14.9824)  -0.378
C (22.0284, 11.0988, 14.9879)  0.171
C (20.6803, 10.8413, 15.1923)  0.394
C (20.2109, 9.5365, 15.5153)  -0.928
C (21.2022, 8.5746, 15.5706)  -0.173
H (23.2316, 7.9386, 15.1785)  0.439
H (23.9345, 10.2617, 14.6850)  0.408
H (22.3994, 12.1033, 14.6631)  -0.060
H (19.9197, 11.7034, 15.1334)  0.235
H (19.1424, 9.3092, 15.6637)  0.459
H (20.9124, 7.5292, 15.7568)  0.258
C (23.2564, 13.8343, 18.7595)  -0.480
C (24.1913, 14.1564, 17.7689)  -0.928
C (23.7979, 14.3462, 16.4804)  -0.510
C (22.4317, 14.3831, 16.1397)  0.418
C (21.5019, 14.2467, 17.1342)  0.660
C (21.9380, 13.9301, 18.4580)  -0.397
H (23.5795, 13.7177, 19.8336)  0.286
H (25.2466, 14.0299, 18.0161)  0.359
H (24.5090, 14.4216, 15.7258)  0.546
H (22.1636, 14.8390, 15.1996)  -0.190
H (20.4098, 14.1920, 16.8476)  0.037
H (21.1561, 13.6749, 19.2240)  0.168
C (17.9762, 14.4131, 19.8209)  -0.105
C (18.3001, 13.0492, 19.7775)  -0.781
C (18.3014, 12.3551, 18.5495)  -0.334
C (17.8737, 12.9765, 17.3794)  -0.589
C (17.5900, 14.3452, 17.4777)  -0.103
C (17.6213, 15.0529, 18.6399)  -0.729
H (18.2066, 15.0193, 20.6931)  0.360
H (18.6601, 12.6453, 20.6927)  0.418
H (18.5568, 11.3602, 18.4833)  0.518
H (17.8565, 12.4756, 16.4282)  0.503
H (17.2759, 14.8849, 16.6093)  0.396
H (17.5687, 16.1253, 18.6092)  0.438

Calculated values
**Charge**: 0
**E_HOMO**: -0.33068 hartree
**Gap between HOMO and LUMO**: 8.292 eV

No. 2
Molecular formula: C4Si
Method: DFT, wB97M-V/def2-TZVPD

Each line ends with the Mulliken charge.
Positions of all 5 atoms, in Å:
C (1.5835, 0.1230, -1.9875)  -0.103
C (0.7293, 0.1357, -1.1044)  -0.365
C (-0.8725, -0.5219, 2.1261)  -0.230
C (-1.6452, 0.5943, 0.5032)  0.055
Si (-0.0465, -0.2291, 0.5389)  0.643

Calculated values
**Energy relative to the best compared isomer or geometry (same formula, charge and spin)**: 69.6 kcal per mole
**Charge**: 0
**E_HOMO (alpha / beta)**: -0.37358 / -0.37223 hartree
**Gap between HOMO and LUMO (alpha / beta)**: 5.745 / 5.924 eV

No. 3
Molecular formula: C14H17NO8
Method: DFT, wB97M-V/def2-TZVPD

Each line ends with the Mulliken charge.
Positions of all 40 atoms, in Å:
H (-2.7790, 0.1362, -1.0826)  0.246
N (-2.2063, -0.5744, -0.5585)  -0.495
C (-1.2019, -1.0867, -1.3762)  -0.150
C (-1.1535, -0.5254, -2.9157)  -0.420
C (0.3503, -0.2967, -3.5274)  0.181
C (1.3705, 0.7682, -3.3279)  0.440
C (1.2169, 2.0698, -2.3157)  -0.480
C (2.6830, 2.3895, -1.5951)  -0.508
O (3.4397, 1.1808, -1.2335)  -0.239
C (2.9680, 0.5765, 0.0219)  0.273
C (1.8445, -0.6168, 0.0577)  -0.215
O (3.4912, 0.9605, 1.2043)  -0.540
C (2.6707, 0.4527, -4.2756)  0.278
O (3.9529, 0.8206, -4.2079)  -0.491
O (2.0242, -0.3640, -5.3557)  -0.268
C (1.1372, -1.2707, -4.5896)  0.220
O (0.9831, -2.6022, -4.6468)  -0.526
H (-0.5118, -1.9066, -0.9064)  0.409
H (-1.6887, -1.3495, -3.5926)  0.284
H (-1.7238, 0.4947, -2.9633)  0.360
H (0.8036, 3.0369, -2.8554)  0.371
H (0.4638, 1.7591, -1.4521)  0.160
H (3.3634, 2.9830, -2.3741)  0.285
H (2.5951, 3.0717, -0.6483)  0.366
H (2.0138, -1.4369, 0.8775)  0.383
H (0.8051, -0.0949, 0.2973)  -0.050
H (1.7070, -1.1807, -0.9731)  0.164
C (-3.2187, -1.0071, 5.4313)  -1.453
C (-1.9671, -0.7252, 4.6241)  0.490
C (-2.0638, 0.5210, 3.7963)  -0.520
O (-1.1936, 0.2420, 2.7151)  -0.252
C (-1.1835, -1.1174, 2.5700)  0.554
O (-0.7187, -1.7039, 1.6086)  -0.460
O (-1.7672, -1.7298, 3.6434)  -0.344
H (-3.0867, -1.9149, 6.0298)  0.348
H (-3.4544, -0.1769, 6.1039)  0.375
H (-4.0778, -1.1885, 4.7765)  0.356
H (-1.0879, -0.7062, 5.2789)  0.248
H (-1.7320, 1.4088, 4.3416)  0.306
H (-3.0678, 0.7034, 3.3955)  0.316

Calculated values
**Energy relative to the best compared isomer or geometry (same formula, charge and spin)**: 144.9 kcal per mole
**Charge**: 0
**E_HOMO**: -0.37159 hartree
**Gap between HOMO and LUMO**: 8.844 eV

No. 4
Molecular formula: C16H40F2Li3N2O15S2
Method: DFT, wB97M-V/def2-TZVPD

Each line ends with the Mulliken charge.
Positions of all 80 atoms, in Å:
Li (0.8017, -0.4866, 2.6205)  0.858
Li (-1.3791, -1.5356, 2.4472)  0.900
Li (-2.6695, -3.5922, -1.6406)  0.860
N (-0.2503, -0.7846, 1.0293)  0.049
S (0.0057, -1.7341, -0.3147)  0.898
O (1.0545, -1.2982, -1.1621)  -0.540
O (-1.1404, -2.3678, -0.8104)  -0.207
F (0.6464, -2.9320, 0.4688)  -0.334
S (-0.7527, 0.5462, 0.2276)  0.821
O (-1.9603, 0.3314, -0.4942)  -0.493
O (0.2448, 1.4609, -0.1663)  -0.587
F (-1.4063, 1.2715, 1.5515)  -0.349
N (-2.2325, -4.3837, 1.1241)  0.560
O (-2.1573, -5.3906, 1.7821)  -0.563
O (-2.7016, -4.3988, -0.0396)  -0.576
O (-1.9103, -3.2546, 1.6438)  -0.474
C (-1.2548, -2.1851, -4.0106)  -0.693
O (-2.3849, -2.4287, -3.2008)  -0.261
C (-3.3247, -1.3667, -3.1839)  -0.346
C (-4.4374, -1.6168, -2.1885)  -0.850
O (-4.0017, -2.2304, -0.9932)  -0.015
C (-5.0096, -2.1061, -0.0007)  -0.980
H (-0.4402, -2.8389, -3.6984)  0.045
H (-0.8477, -1.1767, -3.8676)  0.363
H (-1.4761, -2.3491, -5.0672)  0.344
H (-3.7861, -1.2718, -4.1754)  0.422
H (-2.8370, -0.4071, -2.9851)  0.315
H (-5.2359, -2.1698, -2.7097)  0.515
H (-4.9367, -0.6629, -1.9760)  0.374
H (-4.7239, -2.6916, 0.8680)  0.249
H (-6.0016, -2.3173, -0.4024)  0.350
H (-5.0509, -1.0673, 0.3654)  0.291
C (3.2880, -3.4137, -5.4051)  -0.697
O (3.6273, -3.8004, -4.1069)  -0.368
C (2.9751, -2.9899, -3.1465)  -0.066
C (3.4662, -3.3458, -1.7461)  -0.198
O (2.7662, -4.3815, -1.1670)  -0.218
C (3.2332, -5.6807, -1.3889)  -0.794
H (3.6126, -4.2005, -6.0898)  0.275
H (3.8539, -2.5159, -5.6757)  0.303
H (2.2143, -3.3012, -5.5846)  0.229
H (1.8852, -3.1112, -3.1896)  -0.163
H (3.2244, -1.9318, -3.3270)  0.518
H (3.4671, -2.3907, -1.2133)  -0.226
H (4.5450, -3.5423, -1.8632)  0.463
H (3.2190, -5.9233, -2.4532)  0.284
H (2.5515, -6.3518, -0.8662)  0.254
H (4.2151, -5.8724, -0.9415)  0.317
C (-2.1636, 4.7500, 1.5307)  -0.601
O (-1.7429, 5.8180, 2.3307)  -0.356
C (-0.4969, 6.3437, 1.9106)  -0.308
C (-0.0552, 7.4660, 2.8183)  -0.697
O (-0.6393, 8.6951, 2.5147)  -0.370
C (-2.0152, 8.8261, 2.8104)  -0.586
H (-2.5705, 4.9787, 0.5405)  0.336
H (-2.9395, 4.2372, 2.1080)  0.289
H (-1.3942, 3.9693, 1.4186)  0.091
H (-0.6319, 6.7908, 0.9153)  0.319
H (0.3012, 5.5888, 1.8494)  0.403
H (1.0089, 7.6131, 2.6166)  0.350
H (-0.1596, 7.1592, 3.8690)  0.345
H (-2.2652, 9.8647, 2.6269)  0.246
H (-2.2377, 8.5808, 3.8585)  0.286
H (-2.6059, 8.1256, 2.2151)  0.224
C (3.4437, -1.8027, 1.6985)  -0.808
O (2.7254, -0.7271, 2.2892)  -0.348
C (3.2779, 0.5615, 1.9762)  -0.560
C (2.6849, 1.6439, 2.8506)  -0.604
O (1.2722, 1.4604, 2.9592)  -0.104
C (0.7072, 2.4924, 3.7553)  -0.836
H (3.7275, -1.5765, 0.6638)  0.291
H (2.8077, -2.6805, 1.6700)  0.254
H (4.3956, -1.9634, 2.2100)  0.438
H (3.0352, 0.7649, 0.9279)  0.324
H (4.3598, 0.5680, 2.1396)  0.438
H (2.9225, 2.5647, 2.3045)  0.323
H (3.1229, 1.7181, 3.8481)  0.503
H (0.7032, 3.4585, 3.2396)  0.195
H (1.1882, 2.5978, 4.7301)  0.404
H (-0.3539, 2.3008, 3.9275)  0.260

Calculated values
**Charge**: +1
**E_HOMO**: -0.41522 hartree
**Gap between HOMO and LUMO**: 7.128 eV

Electronic energy, respectively: -91774.346, -12009.808, -32655.140, -78643.736 eV.